Record 1
# C18H18B2BaBrF4N4O4

A structure of composition C18H18B2BaBrF4N4O4 (ωB97M-V with the def2-TZVPD basis set, OMol25).

Computed properties:
E_HOMO   -11.428 eV
Frontier orbital gap   8.5 eV
Charge   +1
DFT total energy   -116067.996 eV

Last column: natural (NBO) charge in e.
Cartesian coordinates (Å):
Ba: 0.96060 0.94188 -1.37229  1.855
C: -0.85262 1.00898 4.07156  -0.645
C: -0.27698 0.89292 2.68433  0.231
N: -0.94982 0.05550 1.99047  -0.118
O: -0.47532 -0.10923 0.63873  -0.692
B: -0.01250 -1.40743 0.46537  1.372
F: -1.18781 -0.74178 -2.24754  -0.384
F: -0.68027 -2.50051 0.73872  -0.450
O: 1.21942 -1.35797 -0.11921  -0.668
N: 1.76441 -2.46006 -0.83436  -0.128
C: 3.02097 -2.29905 -1.01710  0.241
C: 3.69056 -3.40255 -1.77707  -0.655
C: 3.87181 -1.16880 -0.53389  0.172
N: 3.37486 0.01170 -0.55897  -0.199
O: 4.23564 0.98443 -0.18118  -0.544
B: 3.59623 2.30112 0.05193  1.271
F: 4.56174 3.22160 0.23620  -0.496
F: 2.76313 2.61895 -1.11592  -0.611
O: 2.71949 2.32796 1.25024  -0.557
N: 1.54565 1.64954 1.24787  -0.180
C: 0.97571 1.66732 2.40384  0.175
C: 1.59428 2.41399 3.55143  -0.687
C: 5.29163 -1.43608 -0.14311  -0.684
H: -1.68408 0.31798 4.17173  0.253
H: -1.21215 2.02309 4.24952  0.237
H: -0.09943 0.78214 4.82512  0.238
H: 2.94411 -4.05795 -2.21724  0.252
H: 4.32063 -3.99269 -1.11135  0.246
H: 4.33118 -2.99250 -2.55833  0.239
H: 2.18124 3.24579 3.17705  0.268
H: 2.27749 1.75761 4.09739  0.248
H: 0.84868 2.78011 4.24890  0.231
H: 5.46683 -2.48754 0.06456  0.228
H: 5.53925 -0.84578 0.73741  0.265
H: 5.96831 -1.11244 -0.93680  0.255
Br: -1.56551 2.01789 -3.29900  0.020
C: -3.14107 1.50269 -2.33956  -0.076
C: -4.05984 2.49921 -2.18999  -0.220
C: -5.32300 2.22114 -1.63571  -0.195
C: -5.64026 0.94337 -1.28751  -0.149
C: -4.70248 -0.10709 -1.42763  -0.043
C: -5.06881 -1.43092 -1.07406  -0.174
C: -4.18810 -2.46148 -1.18729  -0.180
C: -2.87055 -2.20569 -1.61793  -0.259
C: -2.51692 -0.94163 -1.94741  0.377
C: -3.39715 0.16714 -1.92570  -0.099
H: -3.82341 3.49835 -2.52827  0.240
H: -6.03827 3.02353 -1.52225  0.237
H: -6.62052 0.70520 -0.89623  0.229
H: -6.07453 -1.60032 -0.71290  0.230
H: -4.47424 -3.47031 -0.92648  0.236
H: -2.12821 -2.99131 -1.66009  0.247

---

Record 2
# C18H18Br8F6O5S

A cluster of 4 separate species, C18H18Br8F6O5S in total at a distorted geometry (ωB97M-V with the def2-TZVPD basis set, OMol25).

Computed properties:
E_HOMO   -9.915 eV
SMILES   C[C@@H](F)C1=C(Br)C(=O)C(S(=O)(=O)C(F)(F)C(F)(F)F)=C(CC(=O)Br)C1=O.BrCCBr.BrCCBr.BrCCBr
Frontier orbital gap   7.9 eV
DFT total energy   -616672.996 eV

Last column: natural (NBO) charge in e.
Cartesian coordinates (Å):
C: -1.00643 -1.48599 1.31610  -0.652
C: -0.43051 -1.94089 -0.02870  0.194
F: -1.34911 -2.75103 -0.69680  -0.351
C: -0.10304 -0.76967 -0.90821  -0.155
C: 1.03802 -0.60138 -1.57800  -0.113
Br: 2.48653 -1.78261 -1.58710  0.154
C: 1.19773 0.65004 -2.38758  0.499
O: 1.66899 0.68877 -3.49296  -0.472
C: 0.64544 1.86718 -1.71201  -0.368
S: 1.47848 3.43698 -1.79485  2.092
O: 1.67897 3.87391 -0.44369  -0.895
O: 0.76043 4.36413 -2.61809  -0.888
C: 3.17273 3.25823 -2.57445  0.404
F: 3.75367 4.42759 -2.31851  -0.280
F: 3.03830 3.14998 -3.89021  -0.278
C: 4.07663 2.10097 -2.01340  0.917
F: 4.31876 1.19036 -2.93430  -0.285
F: 3.53479 1.54145 -0.93393  -0.306
F: 5.24896 2.61587 -1.65778  -0.295
C: -0.50533 1.73016 -1.05285  0.019
C: -1.24598 2.80989 -0.32548  -0.573
C: -1.10776 2.61236 1.17863  0.538
O: -0.10787 2.74310 1.79434  -0.469
Br: -2.76018 2.09106 2.07429  -0.025
C: -1.10100 0.34064 -1.03238  0.587
O: -2.28732 0.16642 -1.09976  -0.462
H: -2.07706 -1.67958 1.33945  0.252
H: -0.56330 -2.07134 2.12024  0.235
H: -0.77321 -0.43395 1.47682  0.201
H: 0.44597 -2.56032 0.15186  0.194
H: -0.96152 3.81424 -0.63262  0.284
H: -2.30020 2.70189 -0.58749  0.272
Br: 0.86853 1.10353 -5.99095  0.015
C: 1.58972 -0.56643 -6.66406  -0.452
C: 0.81267 -1.08207 -7.84540  -0.446
Br: -0.87925 -1.87147 -7.30212  -0.013
H: 1.59397 -1.26244 -5.83040  0.231
H: 2.61403 -0.34086 -6.95262  0.229
H: 1.35930 -1.88231 -8.33948  0.227
H: 0.58035 -0.30253 -8.56292  0.232
Br: -0.74611 -1.10993 6.37627  -0.004
C: 0.34001 0.37539 5.74843  -0.459
C: 0.60050 0.28091 4.27018  -0.445
Br: 1.95090 -1.06334 3.85574  -0.026
H: 1.25229 0.37395 6.33586  0.231
H: -0.23494 1.27108 5.97277  0.231
H: 1.00323 1.21740 3.89054  0.239
H: -0.28992 0.01634 3.70890  0.226
Br: -2.33816 -3.96620 4.06597  -0.013
C: -3.93546 -4.49710 5.03832  -0.448
C: -4.43269 -3.39577 5.93591  -0.449
Br: -3.34802 -3.22241 7.53994  -0.003
H: -3.68529 -5.40090 5.58378  0.232
H: -4.67510 -4.72681 4.27467  0.229
H: -5.43596 -3.62087 6.29063  0.229
H: -4.42916 -2.42562 5.44946  0.232

---

Record 3
# C18H18ClN3O2

An isolated molecule of C18H18ClN3O2 at a distorted geometry (ωB97M-V with the def2-TZVPD basis set, OMol25).

Computed properties:
E_HOMO   -8.878 eV
SMILES   CC(C)(CCl)C(=O)Oc1ccc(Cn2ccnc2)c2cccnc12
Frontier orbital gap   8.2 eV
DFT total energy   -40043.851 eV

Last column: natural (NBO) charge in e.
Cartesian coordinates (Å):
C: -4.51023 1.49840 0.03008  -0.606
C: -3.38285 2.20947 0.69699  -0.188
C: -2.72281 3.24121 -0.24176  -0.618
C: -4.02227 2.87743 1.92247  -0.376
Cl: -2.82849 3.84476 2.74895  -0.049
C: -2.26371 1.29948 1.22254  0.827
O: -2.69344 0.49401 2.09286  -0.604
O: -1.05434 1.36194 0.69864  -0.488
C: -0.29032 0.22691 0.53069  0.297
C: 0.68103 -0.06164 1.48267  -0.217
C: 1.59902 -1.16887 1.32067  -0.168
C: 1.65525 -1.81706 0.03042  -0.044
C: 2.79789 -2.85654 -0.14924  -0.231
N: 4.15222 -2.33690 0.25772  -0.359
C: 4.67303 -1.18041 -0.36890  -0.123
C: 5.85519 -0.98216 0.37459  -0.089
N: 5.93777 -1.90270 1.48568  -0.452
C: 4.89401 -2.69770 1.35194  0.168
C: 0.75830 -1.34592 -0.97372  -0.033
C: 1.01066 -1.68273 -2.29337  -0.148
C: 0.06187 -1.41600 -3.27156  -0.270
C: -1.06109 -0.64397 -3.00787  0.050
N: -1.24193 -0.12904 -1.74317  -0.412
C: -0.30838 -0.43304 -0.79100  0.120
H: -5.32427 1.14266 0.72633  0.223
H: -5.12948 2.23944 -0.48395  0.215
H: -4.24938 0.65872 -0.66634  0.240
H: -3.45913 4.00104 -0.44716  0.202
H: -1.93102 3.87559 0.24114  0.234
H: -2.44738 2.76872 -1.16111  0.229
H: -4.38364 2.05853 2.65601  0.254
H: -4.85547 3.52417 1.59098  0.217
H: 0.65216 0.39822 2.42572  0.233
H: 2.26330 -1.33308 2.14541  0.227
H: 2.64883 -3.72662 0.53676  0.227
H: 2.81499 -3.32703 -1.20976  0.214
H: 4.17891 -0.53026 -1.10464  0.236
H: 6.44902 -0.16143 0.05663  0.208
H: 4.69154 -3.57873 1.91546  0.204
H: 1.91637 -2.24654 -2.57941  0.216
H: 0.29479 -1.75475 -4.26070  0.221
H: -1.82653 -0.40761 -3.78768  0.213

---

Which formula does entry 3 have? C18H18ClN3O2